A structure of composition C16H17BrN3O2Pd, computed with wB97M-V/def2-TZVPD.

Results
Gap between HOMO and LUMO (alpha / beta)   8.158 / 6.403 eV
Multiplicity   3
HOMO level (alpha / beta)   -11.4973 / -11.5346 eV
Energy   -98946.796 eV
ΔE to the lowest compared entry with this formula, charge and spin   3.47 kcal/mol
Maximum force   0.93 eV Å⁻¹
Net charge   +1

Each line ends with the Löwdin charge.
Element x y z (Å)
Pd: 2.45392 -0.36845 0.23042  0.82
O: 3.51836 -0.79866 2.43871  -0.03
C: 2.25160 -0.89401 2.99207  -0.30
C: 1.93241 -2.08492 3.63610  -0.02
C: 0.68475 -2.25133 4.20612  -0.06
C: -0.25022 -1.22553 4.14861  -0.07
C: 0.06574 -0.04683 3.49796  -0.03
C: 1.30796 0.13337 2.89746  -0.13
C: 1.60800 1.43619 2.13287  -0.41
O: 2.77802 1.40791 1.42895  -0.21
N: 0.47281 1.68163 1.20541  0.02
N: 0.62927 0.98792 0.08097  -0.06
C: 0.01889 1.20908 -1.01706  -0.17
C: 0.35586 0.48107 -2.22167  -0.56
Br: 2.20171 -0.12951 -2.29293  0.86
C: -0.40490 0.31049 -3.30539  -0.08
C: -1.82374 0.67055 -3.36148  -0.23
C: -2.67913 0.43059 -2.28093  -0.04
C: -4.02129 0.75971 -2.36576  -0.06
C: -4.52559 1.33102 -3.52522  -0.06
C: -3.68709 1.56068 -4.60798  -0.06
C: -2.34848 1.22066 -4.53384  -0.03
H: 3.72209 0.15415 2.33955  0.09
H: 2.69231 -2.85409 3.70644  0.12
H: 0.44847 -3.17687 4.71390  0.11
H: -1.22240 -1.34837 4.60610  0.11
H: -0.66507 0.74987 3.44183  0.12
H: 1.59795 2.27259 2.84549  0.17
H: 0.10604 2.61992 1.12854  0.15
H: -0.74883 1.97543 -1.10581  0.15
H: 0.03927 -0.09574 -4.20726  0.12
H: -2.29676 -0.05304 -1.39082  0.12
H: -4.68084 0.55750 -1.53213  0.11
H: -5.57643 1.57916 -3.59301  0.11
H: -4.08214 2.00090 -5.51376  0.11
H: -1.69535 1.39185 -5.38102  0.12
N: 2.89206 -2.63445 0.13455  0.02
H: 2.21587 -3.16285 0.67440  0.06
H: 3.80358 -2.78357 0.55487  0.06
H: 2.91129 -3.01399 -0.80526  0.04